Computed, not measured: a single C5H9N3O3S molecule, with the ωB97M-V functional and the def2-TZVPD basis.

Output
**SMILES**: N[C@]12CC=C[C@](N)(N1)S(=O)(=O)O2
**Gap between HOMO and LUMO**: 0.384 hartree
**Total charge**: 0
**Spin multiplicity**: 1
**ΔE to the lowest compared entry with this formula, charge and spin**: 223.5 kJ/mol
**HOMO energy**: -9.73 eV
**E_tot**: -26776.2122 eV

Structure (XYZ):
```
21
C5H9N3O3S the ωB97M-V functional and the def2-TZVPD basis
N -0.0310 -2.3507 1.1412
C -0.0683 -0.9557 0.7025
C -1.5560 -0.5479 0.6797
C -1.7392 0.9216 0.1787
C -0.9435 1.4479 -0.6878
C 0.5356 0.5222 -0.9547
N 1.0247 0.9581 -2.2050
N 0.3853 -0.8500 -0.6751
S 1.4438 1.1254 0.4776
O 2.8020 0.9181 0.2980
O 0.9998 2.3531 1.0336
O 0.7682 -0.1663 1.4769
H -0.7963 -2.4673 1.8351
H 0.8778 -2.6856 1.5645
H -1.8637 -0.6799 1.8408
H -2.1733 -1.2960 0.0265
H -2.4599 1.4227 0.6769
H -0.8155 2.4668 -1.2149
H 0.3743 0.7015 -2.8743
H 1.9098 0.5495 -2.4279
H 1.3251 -1.3875 -0.8922
```

Computed, not measured: a single C5H8O molecule, with the ωB97M-V functional and the def2-TZVPD basis.

Output
**SMILES**: CC#C[C@@H](C)O
**Gap between HOMO and LUMO**: 0.387 hartree
**Total charge**: 0
**Spin multiplicity**: 1
**ΔE to the lowest compared entry with this formula, charge and spin**: 190.1 kJ/mol
**HOMO energy**: -9.66 eV
**E_tot**: -7360.2849 eV

Structure (XYZ):
```
14
C5H8O the ωB97M-V functional and the def2-TZVPD basis
C -2.6275 0.2593 -1.0062
C -1.2115 0.3582 -0.6664
C -0.0562 0.2104 -0.3572
C 1.2761 -0.2603 0.0557
C 1.8430 0.5412 1.2140
O 1.1874 -1.6103 0.4950
H -3.2390 1.0847 -0.6343
H -2.9850 -0.6598 -0.5337
H -2.7683 0.1742 -2.0881
H 1.9569 -0.1934 -0.8070
H 1.1484 0.5033 2.0579
H 2.7980 0.1064 1.5210
H 1.9931 1.5835 0.9203
H 0.6847 -2.0974 -0.1711
```

Computed, not measured: 2 unconnected molecules or ions with the total composition C10H18NP2, with the ωB97M-V functional and the def2-TZVPD basis.

Output
**Gap between HOMO and LUMO**: 0.219 hartree
**Total charge**: +1
**Spin multiplicity**: 1
**ΔE to the lowest compared entry with this formula, charge and spin**: 211.0 kJ/mol
**HOMO energy**: -12.03 eV
**E_tot**: -30719.1168 eV

Structure (XYZ):
```
31
C10H18NP2 the ωB97M-V functional and the def2-TZVPD basis
C 1.8649 4.0223 -0.4713
C -2.1605 -0.2561 1.9781
C 1.6135 -0.8661 -2.3705
C -1.2699 0.9389 1.4010
C 1.4954 -0.7305 -0.8111
C -1.2140 -1.1847 2.7591
C 0.8912 0.3299 -2.9367
C -0.0335 0.3354 0.8979
C -0.0118 -0.3155 -0.5075
C -0.9148 -1.6100 -0.8049
N 1.2716 3.1172 -0.8154
P 0.4914 -0.8103 2.2937
P -0.3909 0.9590 -1.7309
H 2.4161 4.9556 -0.5063
H -3.0798 0.0341 2.5362
H -2.6686 -0.7918 1.1481
H 2.6251 -1.0278 -2.7084
H 0.9770 -1.7561 -2.4899
H -1.8678 1.5904 0.7852
H -1.1892 1.5074 2.3756
H 1.7056 -1.5896 -0.2970
H 2.3180 0.0012 -0.4184
H -1.3728 -1.1731 3.7880
H -1.3201 -2.2703 2.5214
H 1.4278 1.2599 -3.1509
H 0.5004 0.1693 -3.8852
H 0.7834 0.9793 0.6954
H -0.7924 -2.2145 0.0225
H -0.6505 -2.3695 -1.5912
H -2.0527 -1.4462 -1.0108
H 0.6076 0.2121 3.3042
```

Copy entry 2 word for word.
Computed, not measured: a single C5H8O molecule, with the ωB97M-V functional and the def2-TZVPD basis.

Output
**SMILES**: CC#C[C@@H](C)O
**Gap between HOMO and LUMO**: 0.387 hartree
**Total charge**: 0
**Spin multiplicity**: 1
**ΔE to the lowest compared entry with this formula, charge and spin**: 190.1 kJ/mol
**HOMO energy**: -9.66 eV
**E_tot**: -7360.2849 eV

Structure (XYZ):
```
14
C5H8O the ωB97M-V functional and the def2-TZVPD basis
C -2.6275 0.2593 -1.0062
C -1.2115 0.3582 -0.6664
C -0.0562 0.2104 -0.3572
C 1.2761 -0.2603 0.0557
C 1.8430 0.5412 1.2140
O 1.1874 -1.6103 0.4950
H -3.2390 1.0847 -0.6343
H -2.9850 -0.6598 -0.5337
H -2.7683 0.1742 -2.0881
H 1.9569 -0.1934 -0.8070
H 1.1484 0.5033 2.0579
H 2.7980 0.1064 1.5210
H 1.9931 1.5835 0.9203
H 0.6847 -2.0974 -0.1711
```

Which of these has the highest ΔE to the lowest compared entry with this formula, charge and spin?
C5H9N3O3S

What did the first record say?
Computed, not measured: a single C5H9N3O3S molecule, with the ωB97M-V functional and the def2-TZVPD basis.

Output
**SMILES**: N[C@]12CC=C[C@](N)(N1)S(=O)(=O)O2
**Gap between HOMO and LUMO**: 0.384 hartree
**Total charge**: 0
**Spin multiplicity**: 1
**ΔE to the lowest compared entry with this formula, charge and spin**: 223.5 kJ/mol
**HOMO energy**: -9.73 eV
**E_tot**: -26776.2122 eV

Structure (XYZ):
```
21
C5H9N3O3S the ωB97M-V functional and the def2-TZVPD basis
N -0.0310 -2.3507 1.1412
C -0.0683 -0.9557 0.7025
C -1.5560 -0.5479 0.6797
C -1.7392 0.9216 0.1787
C -0.9435 1.4479 -0.6878
C 0.5356 0.5222 -0.9547
N 1.0247 0.9581 -2.2050
N 0.3853 -0.8500 -0.6751
S 1.4438 1.1254 0.4776
O 2.8020 0.9181 0.2980
O 0.9998 2.3531 1.0336
O 0.7682 -0.1663 1.4769
H -0.7963 -2.4673 1.8351
H 0.8778 -2.6856 1.5645
H -1.8637 -0.6799 1.8408
H -2.1733 -1.2960 0.0265
H -2.4599 1.4227 0.6769
H -0.8155 2.4668 -1.2149
H 0.3743 0.7015 -2.8743
H 1.9098 0.5495 -2.4279
H 1.3251 -1.3875 -0.8922
```

Copy entry 2 word for word.
Computed, not measured: a single C5H8O molecule, with the ωB97M-V functional and the def2-TZVPD basis.

Output
**SMILES**: CC#C[C@@H](C)O
**Gap between HOMO and LUMO**: 0.387 hartree
**Total charge**: 0
**Spin multiplicity**: 1
**ΔE to the lowest compared entry with this formula, charge and spin**: 190.1 kJ/mol
**HOMO energy**: -9.66 eV
**E_tot**: -7360.2849 eV

Structure (XYZ):
```
14
C5H8O the ωB97M-V functional and the def2-TZVPD basis
C -2.6275 0.2593 -1.0062
C -1.2115 0.3582 -0.6664
C -0.0562 0.2104 -0.3572
C 1.2761 -0.2603 0.0557
C 1.8430 0.5412 1.2140
O 1.1874 -1.6103 0.4950
H -3.2390 1.0847 -0.6343
H -2.9850 -0.6598 -0.5337
H -2.7683 0.1742 -2.0881
H 1.9569 -0.1934 -0.8070
H 1.1484 0.5033 2.0579
H 2.7980 0.1064 1.5210
H 1.9931 1.5835 0.9203
H 0.6847 -2.0974 -0.1711
```